1.
This record from the Open Molecules 2025 dataset describes a structure of composition C7H7NO at a distorted geometry. The level of theory is ωB97M-V with the def2-TZVPD basis set.

Values from the calculation:
- Electronic energy: -10906.20865 eV
- Energy relative to the best compared isomer or geometry (same formula, charge and spin): 72.2 kcal per mole
- Highest occupied orbital energy: -9.639 eV
- Kohn-Sham gap: 9.3 eV
- Net charge: 0

Cartesian coordinates (Å):
1 C -2.50250 -1.04880 0.09424
2 C -1.62041 0.23543 -0.15284
3 C -0.13223 0.12595 -0.11786
4 C 0.69059 1.23457 -0.06447
5 C 2.12261 1.05667 -0.00835
6 C 2.52461 -0.31193 0.11910
7 C 1.48551 -1.27263 -0.00635
8 H -2.76281 -1.71432 -0.84598
9 H -1.80438 -1.60017 0.97382
10 H -3.51782 -0.47203 0.83644
11 H 0.40807 2.27836 0.10639
12 H 2.45741 2.11295 0.32191
13 H 3.59276 -0.57745 0.15572
14 H 1.57537 -2.45332 -0.01392
15 N 0.26480 -1.20379 -0.12338
16 O -2.15140 1.34210 0.01855

=====

2.
This record from the Open Molecules 2025 dataset describes a cluster of 4 separate species, C7H7NO in total at a distorted geometry. The level of theory is ωB97M-V with the def2-TZVPD basis set.

Values from the calculation:
- Electronic energy: -10899.40505 eV
- Energy relative to the best compared isomer or geometry (same formula, charge and spin): 229.1 kcal per mole
- Highest occupied orbital energy: -9.132 eV
- Kohn-Sham gap: 9.1 eV
- Net charge: 0

Cartesian coordinates (Å):
1 C -0.34749 0.74896 1.45739
2 C 0.24989 -0.19586 0.42205
3 C 1.00354 1.44751 -0.82464
4 C 0.12025 0.23747 -0.93231
5 C -0.41605 -0.59918 -1.72634
6 C -0.77202 -1.69170 -0.85319
7 C -0.23276 -1.70026 0.32094
8 H -0.98726 -0.21159 2.34315
9 H -1.46763 1.77639 1.01783
10 H 0.79946 1.69454 1.94167
11 H 1.04490 2.45365 -1.27610
12 H -0.69479 -0.48507 -2.76943
13 H -1.36542 -2.58704 -1.07032
14 H -0.74608 -2.43105 1.19517
15 N 1.97264 1.35934 0.02015
16 O 1.83882 0.18390 0.73397

=====

3.
This record from the Open Molecules 2025 dataset describes an isolated molecule of C7H7NO at a distorted geometry. The level of theory is ωB97M-V with the def2-TZVPD basis set.

Values from the calculation:
- Electronic energy: -10904.09057 eV
- 2S+1: 3
- Energy relative to the best compared isomer or geometry (same formula, charge and spin): 20.1 kcal per mole
- Highest occupied orbital energy (alpha / beta): -6.568 / -9.550 eV
- Kohn-Sham gap (alpha / beta): 7.5 / 7.8 eV
- Net charge: 0

Cartesian coordinates (Å):
1 C -0.12295 0.18080 -2.39855
2 C -1.16569 -0.39316 -1.62049
3 C 1.03068 0.47017 -1.73129
4 C -0.99688 -0.51129 -0.28306
5 C 1.12767 0.42632 -0.36475
6 C 0.13976 0.02876 0.41371
7 C -0.44489 -0.04963 2.79743
8 N 0.42537 -0.14888 1.80630
9 O 1.75953 -0.46261 2.24494
10 H -0.17539 0.10936 -3.49724
11 H -2.13390 -0.73893 -1.98303
12 H 1.77542 1.09922 -2.17995
13 H -1.81852 -0.92934 0.24017
14 H 2.09988 0.88338 0.03190
15 H -0.03238 -0.08939 3.87761
16 H -1.46771 0.12521 2.64631

=====

4.
This record from the Open Molecules 2025 dataset describes an isolated molecule of C7H8 at a distorted geometry. The level of theory is ωB97M-V with the def2-TZVPD basis set.

Values from the calculation:
- Electronic energy: -7381.42250 eV
- Energy relative to the best compared isomer or geometry (same formula, charge and spin): 168.9 kcal per mole
- Highest occupied orbital energy: -8.218 eV
- Kohn-Sham gap: 7.9 eV
- Net charge: 0

Cartesian coordinates (Å):
1 C -0.52217 -0.30269 -0.76233
2 C -1.39842 -1.42573 -0.81605
3 C -0.14702 0.83724 -0.36960
4 C 0.24392 2.07788 -0.00424
5 C -0.04258 -1.79515 -1.04478
6 C -0.52242 2.84320 1.06425
7 C 0.66111 -2.84756 -0.08630
8 H 0.76861 2.76699 -0.67170
9 H 0.53922 -1.67917 -1.93285
10 H -1.52591 2.45022 1.20507
11 H -0.41499 3.89220 0.87022
12 H -0.21712 2.51384 2.08493
13 H 0.95377 -2.24516 0.72722
14 H 1.42226 -3.35494 -0.65477
15 H 0.20174 -3.73119 0.39093